Here is a cluster of 13 separate species, C18H62N16O18 in total from the Open Molecules 2025 dataset. Energies are from ωB97M-V/def2-TZVPD.

XYZ file:
```
114
Properties=species:S:1:pos:R:3
O 3.23 -4.05 -3.56
O -0.09 -2.24 -0.36
O 6.29 0.63 -2.48
O -1.08 -3.00 2.13
O 3.84 3.07 -0.07
O 0.06 3.26 -1.33
O -1.40 0.80 -4.16
O -0.82 -7.32 0.89
O -1.35 3.64 4.10
O -2.86 2.68 1.00
O 3.08 -2.74 3.21
O -0.64 0.76 0.35
O -5.40 2.26 -1.87
O 3.41 4.66 2.50
O -5.48 -1.74 1.50
O 4.33 0.12 -0.42
O -4.66 -0.95 -1.41
O 3.86 -4.57 0.03
N -2.03 -5.56 1.45
N 1.50 -2.73 -4.30
N 0.58 1.52 -3.43
N -0.39 1.94 5.20
N 0.97 5.27 -1.16
N -0.02 -5.25 0.59
N 0.14 -1.96 3.67
N -3.54 4.21 2.32
N -4.86 3.55 0.57
N -4.26 1.70 -3.65
N -2.03 -1.76 3.66
N 1.12 -4.15 -2.87
N -1.33 1.66 3.24
N 0.50 0.10 -5.04
N -0.75 4.72 0.14
N -3.14 2.00 -1.90
C -0.91 -6.13 1.08
C -0.98 -2.31 3.08
C -4.35 2.00 -2.46
C -1.02 2.49 4.21
C 2.05 -3.69 -3.61
C -3.72 3.50 1.22
C 0.13 4.32 -0.77
C 5.54 -0.63 -2.39
C 3.87 -3.05 1.99
C -0.23 0.80 -4.16
C 4.18 -0.37 -1.78
C 3.17 2.58 1.07
C -4.58 -0.67 1.10
C 0.23 -1.09 -1.11
C 3.03 -4.03 1.09
C -3.88 -0.98 -0.27
C 2.52 3.79 1.83
C 0.51 0.22 -0.25
H 0.34 2.25 -2.78
H 2.65 -4.96 1.49
H 6.65 0.85 -1.62
H -2.91 -2.07 3.28
H 3.48 -2.05 3.74
H -3.88 -0.42 1.90
H 0.02 2.48 5.95
H -0.44 -1.03 -1.97
H -0.08 1.00 5.02
H 0.89 -2.43 3.19
H 0.70 -5.64 0.00
H 2.12 -3.52 0.78
H -3.36 -1.93 -0.18
H 2.39 1.96 0.63
H -1.01 1.38 -0.29
H -2.65 -6.22 1.90
H 1.66 3.35 2.34
H 0.93 0.94 -0.95
H 3.53 -1.24 -1.79
H -2.50 1.69 -2.62
H 1.10 6.09 -0.60
H 5.49 -1.02 -3.41
H 1.24 5.29 -2.13
H 4.31 1.08 -0.44
H 3.53 5.43 1.94
H 1.51 0.12 -4.96
H 1.36 -4.87 -2.20
H 1.20 0.05 0.58
H 4.03 -2.09 1.50
H 0.21 -1.61 4.61
H 1.19 -1.37 -1.54
H -3.29 1.55 -3.89
H -1.98 -4.56 1.57
H -5.09 2.96 -0.21
H 3.34 -5.07 -0.60
H 3.71 1.91 1.73
H -4.28 4.84 2.59
H -0.66 5.68 0.44
H -2.99 -0.35 -0.35
H 4.82 -3.52 2.25
H 2.03 4.47 1.13
H -0.97 0.72 3.17
H 1.52 1.48 -3.79
H -1.61 2.12 2.39
H 6.14 -1.36 -1.84
H -5.53 4.28 0.78
H 3.27 3.76 -0.40
H -5.34 -1.62 -1.27
H -1.93 -1.16 4.47
H -0.16 -4.25 0.53
H -0.05 -0.45 -5.69
H -5.08 1.51 -4.21
H -0.85 -2.06 0.20
H 2.07 -2.23 -4.96
H -1.43 4.03 0.44
H -2.97 2.11 -0.92
H 0.18 -3.76 -2.89
H -2.63 4.13 2.77
H -5.30 -1.99 2.42
H -5.13 0.26 0.96
H 0.50 -2.64 -4.28
H 3.65 0.46 -2.27
```

The highest occupied orbital energy is -9.1 eV. The multiplicity is 1. The value obtained for the max |F| is 0.146 hartree/bohr. As for the energy relative to the best compared isomer or geometry (same formula, charge and spin): 127.75 kcal per mole. The HOMO-LUMO gap comes out at 8.93 eV.

Here is a cluster of 12 separate species, C18H62N22O12 in total from the Open Molecules 2025 dataset. Energies are from ωB97M-V/def2-TZVPD.

XYZ file:
```
114
Properties=species:S:1:pos:R:3
O -25.72 -4.13 0.51
O -22.63 1.94 7.50
O -18.56 -1.86 1.59
O -25.63 1.93 3.48
O -20.04 1.87 2.37
O -25.75 -1.17 9.13
O -22.08 -2.68 4.14
O -19.60 -1.98 -3.07
O -20.43 -6.43 9.34
O -18.65 -2.10 6.63
O -19.96 -5.57 5.30
O -27.44 -2.55 5.91
N -23.48 -4.57 0.60
N -21.56 2.14 0.79
N -17.78 -4.23 6.59
N -21.59 -6.54 7.44
N -21.36 -2.61 6.95
N -21.10 0.20 7.23
N -23.06 -0.26 8.07
N -25.47 -1.25 11.36
N -26.30 1.21 -0.26
N -16.91 -2.67 7.94
N -20.70 -7.33 4.06
N -20.63 0.07 1.09
N -26.69 -1.18 4.30
N -26.90 0.25 10.46
N -21.61 -5.36 3.72
N -18.25 -1.47 -1.27
N -17.00 -1.92 3.29
N -26.06 -0.84 6.46
N -24.51 -4.19 -1.36
N -20.33 -2.11 -0.95
N -19.11 -1.68 3.77
N -22.26 -7.78 9.24
C -20.69 -6.05 4.40
C -19.42 -1.80 -1.86
C -25.25 -0.29 1.28
C -25.83 2.08 2.03
C -23.48 -3.77 7.56
C -26.19 0.90 1.15
C -18.22 -1.73 2.79
C -22.30 0.76 7.56
C -26.07 -0.79 10.26
C -22.49 -3.39 6.40
C -22.56 -2.19 2.89
C -24.62 -4.20 -0.03
C -20.70 1.39 1.45
C -23.11 -2.77 5.17
C -26.83 -1.54 5.58
C -17.86 -2.96 7.06
C -21.38 -6.93 8.73
C -24.26 1.90 3.86
H -24.08 -2.90 7.83
H -26.43 -0.21 4.15
H -27.37 0.67 9.68
H -22.27 -7.99 10.23
H -21.31 3.11 0.79
H -18.42 -4.60 5.91
H -25.72 -1.01 12.31
H -18.68 -1.58 4.68
H -24.03 0.00 8.13
H -21.71 -2.10 2.22
H -20.36 0.61 6.68
H -20.82 -6.17 6.90
H -27.25 -1.69 3.64
H -26.75 2.67 1.95
H -21.23 -0.81 7.12
H -23.41 -1.73 5.29
H -21.26 -7.67 3.30
H -20.27 -7.98 4.69
H -23.01 -1.19 2.92
H -20.11 -1.77 3.64
H -22.02 -4.25 5.92
H -23.63 2.59 3.30
H -21.08 -0.19 0.23
H -23.06 -7.85 8.64
H -16.79 -2.07 4.26
H -16.09 -3.24 8.04
H -25.47 -0.12 6.08
H -20.12 -0.59 1.66
H -16.92 -1.76 8.37
H -22.24 -5.79 3.06
H -16.21 -1.91 2.66
H -20.79 -2.32 6.17
H -16.88 -4.65 6.71
H -27.00 1.90 -0.49
H -21.06 -2.66 -1.37
H -25.54 -1.22 0.78
H -20.16 -1.98 0.03
H -21.89 -4.38 3.83
H -24.96 2.62 1.68
H -23.60 -4.61 1.59
H -25.07 -0.53 2.33
H -26.06 -1.15 7.43
H -24.86 -2.04 11.26
H -24.19 1.93 4.95
H -25.40 -4.17 -1.82
H -18.25 -1.42 -0.26
H -22.99 -4.13 8.46
H -27.18 0.47 1.36
H -24.26 -0.05 0.87
H -24.00 -4.64 7.17
H -23.91 -3.41 4.79
H -23.84 0.95 3.52
H -22.57 -4.68 0.19
H -23.35 -2.89 2.63
H -22.10 1.73 0.04
H -23.63 -4.43 -1.77
H -17.49 -1.12 -1.84
H -26.39 0.35 -0.78
H -27.21 0.57 11.36
H -20.79 -3.26 7.49
H -22.45 -6.90 7.06
H -22.72 -1.19 8.23
```

The highest occupied orbital energy is -8.8 eV. Its SMILES is COC[C@H](C)N.COC[C@H](C)N.NC(N)=O.NC(N)=O.NC(N)=O.NC(N)=O.NC(N)=O.NC(N)=O.NC(N)=O.NC(N)=O.NC(N)=O.NC(N)=O. The multiplicity is 1. The value obtained for the max |F| is 0.083 hartree/bohr. As for the energy relative to the best compared isomer or geometry (same formula, charge and spin): 71.47 kcal per mole. The HOMO-LUMO gap comes out at 8.70 eV.

Among the records above, which one has the lowest max |F|? C18H62N22O12